(one)
# C2H5N4O2

2 unconnected molecules or ions with the total composition C2H5N4O2 (ωB97M-V with the def2-TZVPD basis set, the OMol25 dataset).

Last column: Löwdin charge in e.
Cartesian coordinates (Å):
C1 -0.4292 1.3024 0.0190  -0.102
C2 -1.1181 0.1713 0.5939  -0.055
N1 1.7011 -1.0755 -0.2660  0.034
N2 -2.3773 -1.8337 0.0445  -0.007
N3 -1.5817 -0.8866 0.2900  -0.142
N4 2.7762 -0.4502 0.0665  -0.630
O1 3.9007 -0.9774 0.2114  -0.127
O2 2.6462 0.8164 0.2115  -0.166
H1 -0.3315 2.0060 0.7633  0.029
H2 -1.0900 1.8396 -0.5959  0.056
H3 0.5846 1.1859 -0.4559  0.069
H4 1.8863 -2.0979 -0.2796  0.035
H5 -2.0634 -2.5683 0.6432  0.007

Output
Total charge ... -1
LUMO energy ... 3.84 eV
Highest occupied orbital energy ... -4.35 eV
Spin multiplicity ... 1

(two)
# C2H5N4O2

2 unconnected molecules or ions with the total composition C2H5N4O2 (ωB97M-V with the def2-TZVPD basis set, the OMol25 dataset).

Last column: Löwdin charge in e.
Cartesian coordinates (Å):
C1 0.0323 -0.5052 -1.4487  -0.130
C2 0.5581 0.5055 -0.4003  -0.297
N1 -1.1200 0.9582 0.8778  0.149
N2 2.2822 0.6128 1.0113  0.007
N3 1.4529 -0.1165 0.4210  -0.153
N4 -1.8627 -0.0055 1.1951  -0.655
O1 -1.7599 -1.1839 0.8048  -0.093
O2 -2.7969 0.4277 1.9392  -0.124
H1 -0.5662 -1.2443 -1.0937  -0.020
H2 0.9480 -1.0043 -1.9947  0.083
H3 -0.5920 0.0140 -2.3110  0.092
H4 0.6811 1.6639 -0.5640  0.116
H5 2.7431 -0.1223 1.5630  0.024

Output
Total charge ... -1
LUMO energy (alpha / beta) ... 4.02 / 3.76 eV
Highest occupied orbital energy (alpha / beta) ... -4.02 / -4.23 eV
Spin multiplicity ... 1

Q: Which of them is the most stable? A: (one).